91
Properties=species:S:1:pos:R:3:mulliken_spin:R:1 method="wB97M-V/def2-TZVPD" de_lowest_ev=3.544 orbital_gap_ev="6.78 / 6.39" multiplicity=3 total_energy_ha=-3540.07310 homo_energy_ev="-12.7 / -13.1" total_charge=+2
W -0.41471 0.30905 0.93194 0.95
N 3.14523 -1.67700 -0.25127 0.00
C 2.18624 -0.74739 -0.11678 0.04
S 0.56478 -1.31049 -0.68848 -0.03
N 2.73962 0.61764 -0.20066 0.00
N 0.94069 1.79235 0.81925 0.09
C 0.59543 2.35336 -0.45507 -0.03
C -0.53957 3.26288 0.01999 0.00
C -0.68450 4.62753 0.00726 0.00
C -1.76964 5.17534 0.68757 0.00
C -2.65217 4.34665 1.35423 -0.01
C -2.41749 2.98089 1.34932 0.00
N -1.39099 2.45262 0.69177 0.01
H 2.90171 -2.64833 -0.34049 0.00
H 4.11469 -1.38602 -0.19554 0.00
H 0.20646 0.80624 -1.76638 0.00
H 0.03219 5.25442 -0.50084 0.00
H -1.90869 6.24717 0.70503 0.00
H -3.49395 4.74122 1.90213 0.00
H -3.04289 2.29670 1.90702 0.01
C 0.70685 4.36822 -2.83774 0.00
C 1.77981 3.37699 -2.49803 0.00
N 2.76967 3.32391 -3.39302 0.00
C 3.69744 2.39328 -3.27359 0.00
C 3.73342 1.42228 -2.27232 0.00
C 4.78074 0.33674 -2.34065 0.00
O 5.40423 0.04207 -1.09990 0.00
C 2.75030 1.51250 -1.30203 0.01
C 2.16669 1.08963 1.02148 0.01
N 1.64933 -0.23711 1.40887 0.00
C 2.14649 -1.00885 2.48703 -0.10
C 3.45445 -0.87126 2.94150 0.01
C 3.93472 -1.74836 3.90415 0.00
C 3.13499 -2.77169 4.39035 0.02
C 1.83110 -2.92429 3.92960 0.00
C 1.37244 -2.04562 2.97322 0.46
I -0.82392 -2.06989 2.47188 0.16
C 1.76289 2.52883 -1.39025 0.00
O -0.26094 1.28511 -1.06177 0.00
H 1.01011 5.37798 -2.55714 0.00
H -0.25482 4.14561 -2.37969 0.00
H 0.59022 4.36376 -3.91902 0.00
H 4.47488 2.40250 -4.03017 0.00
H 5.52252 0.61596 -3.09193 0.00
H 4.32264 -0.59385 -2.68628 0.00
H 6.11570 0.66918 -0.93772 0.00
H 2.84389 1.59104 1.72012 0.00
H 4.09567 -0.09688 2.54314 0.00
H 4.94468 -1.63521 4.27083 0.00
H 3.51839 -3.44920 5.14015 0.00
H 1.20258 -3.70938 4.32861 0.00
I -0.66282 1.18991 3.54402 0.03
C -2.90916 -1.52540 3.26346 0.52
C -2.92697 -1.77842 4.59871 -0.02
C -4.14066 -1.69821 5.31177 0.03
C -5.28221 -1.41420 4.63079 -0.02
C -5.26678 -1.16252 3.23733 0.02
C -6.50260 -0.96828 2.57508 0.00
C -6.55104 -0.78691 1.22753 0.00
C -5.34800 -0.70008 0.51112 0.00
C -4.11161 -0.82406 1.10846 0.00
P -2.72217 -0.55924 -0.04236 0.00
C -2.74120 -2.05154 -1.10161 -0.02
C -3.66986 -2.09429 -2.14768 0.00
C -3.83042 -3.24281 -2.90165 0.00
C -3.07247 -4.37217 -2.62468 0.00
C -2.15725 -4.34386 -1.58643 0.00
C -1.99503 -3.19432 -0.82834 0.00
C -3.25232 0.75464 -1.18896 0.00
C -4.10457 1.78931 -0.81432 0.01
C -4.40013 2.81116 -1.70415 0.00
C -3.85983 2.80226 -2.98100 0.00
C -3.02425 1.76340 -3.37042 0.00
C -2.71932 0.74933 -2.47921 0.01
C -4.04317 -1.15161 2.50167 -0.19
H -2.02181 -2.04778 5.12697 0.01
H -4.15494 -1.89012 6.37383 0.00
H -6.23501 -1.39220 5.14135 0.00
H -7.41030 -0.99441 3.16254 0.00
H -7.49286 -0.68235 0.70901 0.00
H -5.41659 -0.49924 -0.54857 0.00
H -4.27123 -1.23039 -2.39373 0.00
H -4.55163 -3.25261 -3.70659 0.00
H -3.19735 -5.26708 -3.21729 0.00
H -1.56413 -5.21891 -1.35999 0.00
H -1.27464 -3.21026 -0.02673 0.02
H -4.55982 1.79956 0.16659 0.00
H -5.06609 3.60725 -1.40148 0.00
H -4.10752 3.58922 -3.67939 0.00
H -2.62400 1.73390 -4.37454 0.00
H -2.08163 -0.06603 -2.80293 0.00